Computed, not measured: a single C3H5NOS molecule, with ωB97M-V/def2-TZVPD.

Bonds (Å) are listed after each position.
Element x y z (Å)
1 N 0.259 -1.813 -0.182  C2 1.392, H7 0.988, H8 1.008
2 C 0.621 -0.893 0.799  N1 1.392, C3 1.335, H9 1.209
3 C 0.433 0.421 0.656  C2 1.335, C4 1.497, H10 1.082
4 C -0.243 0.972 -0.561  C3 1.497, O5 1.203, S6 1.869
5 O -0.612 0.458 -1.584  C4 1.203
6 S -0.737 2.710 -0.080  C4 1.869, H11 1.330
7 H 0.309 -2.778 0.022  N1 0.988
8 H -0.208 -1.471 -1.008  N1 1.008
9 H 0.664 -1.465 1.863  C2 1.209
10 H 0.491 1.137 1.464  C3 1.082
11 H -0.975 2.722 -1.388  S6 1.330

Summary:
Gap between HOMO and LUMO = 9.48 eV
Structure (SMILES) = N/C=C\C(=O)S

Atomic partial charges in e from the Mulliken method, atoms 1 to 6: -0.318 -0.014 -0.708 0.923 -0.611 -0.281